# 1
The following is a quantum chemistry calculation of 2 unconnected molecules or ions with the total composition C20H38B2NO6, from the OMol25 dataset.

Results
**Charge**: -1

Each line ends with the Mulliken charge.
Cartesian coordinates (Å):
C (-0.92741, -0.69644, 0.15417)  -0.2680
O (-1.21144, -0.57569, -1.28412)  -0.5816
B (-0.53739, 0.58928, -1.89478)  0.9066
O (0.00497, 0.36390, -3.28180)  -0.6766
B (-0.40788, 2.09908, -1.16186)  -0.3510
C (-1.80598, 2.89546, -1.60451)  -0.1759
C (-3.08662, 2.32222, -0.69291)  0.0383
C (-4.49186, 3.13864, -1.08900)  -0.5524
O (-4.36645, 3.80459, -2.40998)  -0.2846
C (-4.95629, 2.89490, -3.43600)  0.5910
C (-4.43747, 1.35987, -3.72583)  -0.5363
O (-5.99015, 3.40343, -4.14560)  -0.6003
C (0.96889, 2.80341, -1.70535)  -0.4646
C (1.17991, 4.37212, -1.30202)  -0.6686
C (0.92315, 4.74961, 0.26738)  0.6173
C (1.81651, 4.28705, 1.55949)  -0.2716
C (1.42506, 4.82033, 3.09654)  -0.3645
C (0.15244, 5.83551, 3.36796)  -0.3577
C (-0.77605, 6.30405, 2.07779)  -0.4317
C (-0.36938, 5.75914, 0.58138)  -0.3305
H (-1.18970, -1.82317, 0.44492)  0.0906
H (0.18161, -0.47810, 0.46080)  0.1439
H (-1.71673, 0.00030, 0.71469)  0.1853
H (-0.77930, 0.12298, -3.88775)  0.2319
H (-0.41443, 2.04159, 0.01165)  -0.2054
H (-1.71067, 4.06270, -1.57032)  0.0119
H (-2.07298, 2.55760, -2.71857)  -0.0806
H (-2.85791, 2.35371, 0.46390)  0.2968
H (-3.33239, 1.18289, -0.94291)  -0.0881
H (-4.82596, 3.85107, -0.22275)  0.2656
H (-5.35385, 2.32712, -1.22816)  0.2879
H (-3.29544, 1.30682, -4.06160)  0.1233
H (-4.51871, 0.69613, -2.74001)  0.1961
H (-5.10822, 0.87361, -4.58145)  0.2962
H (1.86893, 2.09004, -1.39618)  0.0997
H (0.95211, 2.76424, -2.89870)  0.1567
H (0.57877, 5.10759, -2.02550)  0.2310
H (2.32664, 4.62326, -1.52036)  0.3626
H (2.76215, 3.58786, 1.40984)  0.2549
H (2.08354, 4.50279, 4.03984)  0.2340
H (-0.11523, 6.21980, 4.44661)  0.2556
H (-1.71650, 7.01925, 2.23872)  0.2519
H (-1.05305, 6.14719, -0.31638)  0.1558
C (0.70544, -4.11777, 3.41492)  -0.8280
O (1.25126, -3.43620, 2.29330)  -0.1754
C (2.65428, -3.17251, 2.41135)  -0.9026
C (3.46277, -4.06258, 1.45044)  -0.1326
N (3.44943, -5.46501, 1.87886)  -0.3469
C (3.92235, -6.40841, 0.85880)  -0.6806
C (3.15861, -6.46407, -0.48121)  -0.4687
O (1.83845, -6.99762, -0.38576)  -0.4424
C (0.85774, -6.07046, 0.05631)  -0.4898
H (-0.38512, -4.08343, 3.33489)  0.2255
H (1.00696, -5.16724, 3.41727)  0.3285
H (1.00022, -3.64237, 4.35485)  0.3291
H (3.00964, -3.26703, 3.44623)  0.3917
H (2.79697, -2.12910, 2.10992)  0.3877
H (4.49732, -3.70739, 1.41121)  0.3971
H (3.02543, -3.94566, 0.45557)  0.1429
H (2.49810, -5.72683, 2.13472)  0.0941
H (3.87802, -7.40596, 1.31321)  0.3631
H (4.97870, -6.20210, 0.65775)  0.3847
H (3.70885, -7.15476, -1.13156)  0.3419
H (3.15638, -5.50392, -1.00744)  0.3605
H (1.05550, -5.05285, -0.29256)  0.2867
H (0.78653, -6.10009, 1.14417)  0.1106
H (-0.11309, -6.38436, -0.33649)  0.3281

Atomic forces in eV per Å
-1.55 -0.57 0.62
1.96 1.11 0.14
0.10 -1.79 -0.65
-3.28 -0.24 0.57
0.07 0.51 -0.80
-1.53 -0.86 -0.57
-0.47 0.31 -0.71
0.11 -2.20 0.90
-1.95 -3.16 -1.33
-4.46 3.28 -2.54
0.17 -0.24 0.26
6.65 -3.30 4.26
0.72 0.23 -1.31
1.64 0.27 0.20
-1.45 1.69 3.48
-3.00 2.43 0.43
-2.20 1.47 -2.60
0.87 -1.51 -4.13
3.48 -2.66 -0.62
1.40 -0.46 2.98
0.67 2.34 -0.61
-2.23 -0.20 -0.68
2.07 -1.38 -0.86
1.93 0.17 1.39
0.16 -0.06 1.20
-0.52 -2.07 0.00
0.44 1.22 2.07
-0.50 0.22 -2.32
0.96 2.33 0.46
0.70 -0.82 -2.13
1.61 1.77 0.66
-2.54 0.47 0.83
0.15 1.59 -2.12
1.38 1.39 2.01
-1.42 1.89 -0.46
0.25 0.25 2.36
1.00 -1.68 1.91
-2.31 -0.28 0.57
-2.32 1.64 0.37
-1.57 0.70 -2.44
0.70 -0.95 -2.40
2.35 -1.78 -0.45
1.77 -1.10 2.10
-0.16 0.20 -0.41
0.27 -0.17 0.61
0.14 0.02 -0.69
-0.45 -0.09 0.57
-0.17 0.02 -0.16
-0.41 0.00 0.11
0.20 -0.44 0.11
0.36 0.35 -0.10
-0.14 -0.29 -0.06
0.17 0.08 -0.08
0.06 -0.11 0.22
0.03 -0.05 0.00
-0.14 -0.18 -0.13
0.01 -0.09 0.02
-0.02 -0.03 0.02
0.01 0.22 -0.08
0.35 0.16 -0.10
0.02 0.08 -0.15
-0.03 0.07 -0.08
-0.10 0.01 0.09
-0.14 0.09 0.14
0.04 -0.05 0.12
-0.08 0.27 0.07
0.16 -0.04 -0.06

# 2
The following is a quantum chemistry calculation of 7 unconnected molecules or ions with the total composition C20H38BCl4F4O8S3, from the OMol25 dataset.

Results
**Charge**: -1

Each line ends with the Mulliken charge.
Cartesian coordinates (Å):
B (-16.93082, -5.37275, 13.24385)  0.6501
F (-17.27098, -5.96202, 14.40523)  -0.3844
F (-16.82325, -3.98505, 13.38221)  -0.4398
F (-15.58304, -5.64891, 13.10004)  -0.4203
F (-17.66537, -5.57956, 12.08747)  -0.4068
C (-12.06619, -11.82683, 7.61010)  -0.6060
C (-13.15749, -11.48624, 8.66436)  -0.5329
C (-12.32985, -11.05154, 9.93545)  -0.7761
S (-10.83272, -12.10426, 10.02224)  1.0846
O (-11.17742, -13.37099, 10.66391)  -0.6318
O (-9.70570, -11.22339, 10.40897)  -0.6495
C (-10.85765, -12.50873, 8.20633)  -0.6183
H (-11.66933, -10.89669, 7.20337)  0.2890
H (-12.45519, -12.38814, 6.76056)  0.3389
H (-13.70192, -12.39265, 8.92916)  0.3053
H (-13.80069, -10.68321, 8.30445)  0.3231
H (-12.87789, -11.00205, 10.87635)  0.4434
H (-11.85885, -10.06913, 9.90185)  0.3672
H (-10.77264, -13.58361, 8.04664)  0.3354
H (-9.88144, -12.10608, 7.93617)  0.3279
C (-24.79467, -6.90256, 8.40044)  -0.6014
C (-25.51849, -8.27907, 8.47335)  -0.5724
C (-26.59257, -8.42664, 7.43395)  -0.6774
S (-25.91581, -7.57889, 5.90797)  1.0316
O (-26.88552, -6.66667, 5.26267)  -0.6410
O (-25.24661, -8.53607, 5.08771)  -0.6227
C (-24.55227, -6.76175, 6.82640)  -0.7299
H (-23.85155, -6.88157, 8.94651)  0.3267
H (-25.39960, -6.07422, 8.76923)  0.3091
H (-25.87919, -8.36882, 9.49802)  0.3336
H (-24.78145, -9.07775, 8.38978)  0.3263
H (-27.37574, -7.72485, 7.72070)  0.3250
H (-27.08093, -9.37750, 7.22070)  0.4191
H (-24.28549, -5.79598, 6.39720)  0.4271
H (-23.72387, -7.42935, 6.58945)  0.3461
C (-18.07766, -12.42510, 14.46413)  -0.5731
C (-17.44402, -13.66202, 14.97379)  -0.5384
C (-18.42272, -14.88356, 14.82362)  -0.6453
S (-20.15389, -14.10497, 14.97126)  1.0681
O (-20.68800, -14.46874, 16.25731)  -0.6363
O (-20.99958, -14.15510, 13.78920)  -0.6241
C (-19.44850, -12.37712, 15.08985)  -0.7637
H (-18.27435, -12.39835, 13.39236)  0.3077
H (-17.42781, -11.57621, 14.67672)  0.3321
H (-17.19755, -13.47368, 16.01872)  0.3092
H (-16.58338, -13.82735, 14.32565)  0.2870
H (-18.33721, -15.64946, 15.59445)  0.3489
H (-18.34975, -15.39619, 13.86447)  0.3522
H (-19.39458, -12.18073, 16.16065)  0.3478
H (-20.14154, -11.64367, 14.67773)  0.4280
O (-7.64936, -6.54938, 16.57673)  -0.6001
C (-8.22252, -5.48643, 16.26140)  0.5385
O (-7.88335, -4.23680, 16.69686)  -0.3371
C (-8.82033, -3.25631, 16.28398)  -0.3551
C (-9.50771, -3.88032, 15.09906)  -0.4850
C (-9.45722, -5.40325, 15.40040)  -0.4411
H (-8.29215, -2.41371, 15.83771)  0.2618
H (-9.45267, -2.87851, 17.08742)  0.2835
H (-8.92687, -3.66138, 14.20308)  0.2820
H (-10.55348, -3.57694, 15.04980)  0.3146
H (-9.46082, -5.98492, 14.47859)  0.2866
H (-10.32669, -5.76975, 15.94610)  0.2517
Cl (-13.25766, -3.92826, 6.88442)  -0.2024
C (-14.20524, -3.27152, 8.29373)  -0.4247
C (-13.37352, -2.50462, 9.27231)  -0.4114
Cl (-12.55045, -1.04323, 8.60424)  -0.2055
H (-14.68789, -4.09097, 8.82631)  0.3083
H (-15.12045, -2.79365, 7.94426)  0.3278
H (-12.59193, -3.16730, 9.64391)  0.2854
H (-13.95920, -2.17342, 10.12986)  0.3226
Cl (-16.51538, -2.05822, 20.35495)  -0.1793
C (-15.74672, -3.17634, 19.23852)  -0.4090
C (-15.06958, -4.34489, 20.00143)  -0.4091
Cl (-13.83690, -3.79028, 21.01309)  -0.1818
H (-15.05672, -2.59393, 18.62795)  0.3107
H (-16.54672, -3.60125, 18.63225)  0.2821
H (-14.60647, -5.10426, 19.37135)  0.3054
H (-15.84632, -4.81304, 20.60609)  0.2817

Atomic forces in eV per Å
1.93 2.13 -0.68
-1.91 -1.17 1.36
-1.30 1.96 0.61
2.02 -1.85 -1.20
-0.67 -1.06 -0.12
0.03 0.73 -0.45
1.99 -0.16 1.00
0.05 0.32 -0.31
-0.95 0.10 -0.38
0.79 0.98 0.28
-1.60 -1.94 -0.57
1.31 0.07 1.18
-0.37 0.24 -0.11
-0.10 -0.07 0.12
-0.29 0.18 -0.08
-0.07 -0.22 0.17
0.01 -0.68 0.00
-0.23 0.22 -0.68
-0.37 0.00 0.49
-0.20 0.25 -0.64
-0.57 -0.13 -2.53
1.15 -0.26 1.30
-0.71 2.05 -0.70
-0.89 1.24 0.64
1.42 -1.30 1.52
0.17 -0.93 -0.80
0.25 -0.12 1.03
-0.06 -0.21 -0.15
-0.21 -0.14 -0.01
-0.49 -0.22 -0.10
0.18 0.02 -0.21
-0.36 -0.02 -0.08
0.62 -0.07 -0.06
-0.46 0.12 0.24
-0.03 -0.03 -0.08
-1.31 0.97 -0.69
-0.04 -1.71 -0.68
-0.68 0.80 -0.09
1.33 1.63 -0.29
-0.18 -0.30 0.02
0.85 -0.54 0.56
-0.69 -0.05 0.80
0.49 -0.35 -0.27
-0.33 0.19 0.16
0.31 -0.42 -0.04
0.41 -0.36 0.62
-0.12 0.29 0.13
-0.01 0.32 -0.13
0.03 -0.13 0.13
-0.04 -0.31 -0.25
-1.17 3.77 -0.66
0.89 -3.33 0.73
0.65 -1.12 0.67
0.31 0.69 -1.27
-1.46 -1.24 0.32
-0.08 1.14 -0.60
0.41 0.20 0.73
0.01 -0.49 0.17
-0.37 0.02 -0.10
0.19 0.33 -0.53
0.55 -0.16 0.23
0.05 0.19 0.31
-0.52 0.34 0.74
-0.95 -0.46 -0.23
0.52 0.01 0.16
-0.27 -0.31 0.03
0.68 -0.50 0.12
0.57 0.73 -0.51
0.07 0.20 -0.03
-0.14 -0.05 -0.20
-0.26 0.39 0.46
0.34 -1.20 -0.30
-1.81 0.00 -1.29
1.92 0.83 1.68
-0.01 -0.26 0.03
0.18 0.12 -0.19
-0.45 0.21 -0.44
0.08 -0.11 -0.01

In the order shown, the computed energy relative to the best compared isomer or geometry (same formula, charge and spin) values come out to 292.8, 15.1 kcal/mol.
In the order shown, the computed energy values come out to -1340.337936, -4846.644231 a.u..
In the order shown, the computed frontier orbital gap values come out to 7.2, 9.4 eV.